[1]
ORCA calculation (ωB97M-V/def2-TZVPD) on a cluster of 2 separate species, C5H12O in total.

Last column: Mulliken charge in e.
Positions of all 18 atoms, in Å:
1 O -1.5337 -0.9543 1.8878  -0.251
2 C -0.9984 -1.9989 1.2931  -0.577
3 C -1.9240 0.1207 1.2943  -0.588
4 C 0.6645 0.3025 0.4058  -0.689
5 C 0.6021 0.2062 -1.1095  -0.038
6 C 1.4872 1.2455 -1.7808  -1.289
7 H 1.6910 0.2220 0.7709  0.407
8 H 2.5179 1.1423 -1.4227  0.317
9 H 1.1501 2.2582 -1.5289  0.316
10 H -0.4360 0.3191 -1.4611  0.204
11 H -2.1600 0.9616 1.9268  0.345
12 H 0.2772 1.2646 0.7591  0.307
13 H 0.9094 -0.8051 -1.4057  0.255
14 H -2.0079 0.1363 0.2121  0.376
15 H 1.4880 1.1444 -2.8703  0.351
16 H -1.2275 -2.1628 0.2443  0.326
17 H -0.6922 -2.7917 1.9542  0.289
18 H 0.1924 -0.6104 0.8308  -0.061

Kohn-Sham gap (spin up / spin down) = 8.133 / 8.377 eV
energy above the lowest of the compared OMol25 structures with the same formula, charge and spin = 4.3995 eV
charge = 0
E_tot = -7422.912 eV
HOMO level (spin up / spin down) = -7.42 / -7.54 eV

***

[2]
ORCA calculation (ωB97M-V/def2-TZVPD) on a structure of composition C37H60F3O22SV.

Last column: Mulliken spin population.
Positions of all 124 atoms, in Å:
1 V -0.4632 4.7591 2.1434  1.386
2 S 0.4712 1.3720 1.3838  0.013
3 F -0.1370 -0.5470 -0.4595  -0.003
4 F -1.6845 0.9262 -0.0901  0.001
5 F 0.0947 1.5193 -1.2771  0.000
6 O 2.4947 2.0749 -5.7958  0.000
7 O -4.3244 1.0702 2.9961  0.000
8 O 5.9518 3.7443 1.1345  0.001
9 O -2.2592 4.1051 0.8166  0.009
10 O 1.9121 -0.0487 -5.1855  0.000
11 O -6.1272 -0.8600 -2.0280  0.000
12 O 1.6545 -3.1617 -3.1811  0.000
13 O 7.4465 2.5234 2.3529  0.002
14 O -4.2309 3.3478 0.1401  0.004
15 O 4.1775 -2.6598 1.9606  0.051
16 O 5.0615 -1.3690 0.3990  0.831
17 O -4.4893 0.1119 0.9304  0.000
18 O -1.1339 -5.8950 1.8927  0.000
19 O 2.2415 -4.6876 -4.8580  0.000
20 O -1.4392 -4.0501 3.1331  0.000
21 O -0.0418 2.7685 1.5909  -0.017
22 O 1.0285 5.2831 1.9580  -0.403
23 O 0.0153 0.4676 2.4117  0.001
24 O -4.7924 0.2928 -3.4620  0.000
25 O 1.9282 1.3589 1.1258  -0.005
26 O 0.6428 3.5280 4.1112  0.000
27 O -0.1432 2.9143 6.1247  0.000
28 C 2.4913 -3.8097 -4.0478  0.000
29 C 0.3139 -3.4957 -2.9673  0.000
30 C 1.5892 0.1715 -3.8034  0.000
31 C -0.3620 0.7932 -0.2244  0.001
32 C -4.9038 3.0062 -1.0503  0.000
33 C -4.0815 3.6732 -2.1814  0.000
34 C 2.9541 -3.3107 2.2313  0.000
35 C 2.7401 -2.1080 0.2218  0.084
36 C -3.4406 0.2677 -3.9678  0.000
37 C -3.7344 -1.1205 -2.0174  0.000
38 C -2.7167 3.6433 -1.5728  0.001
39 C 0.7259 2.7968 5.1101  0.008
40 C -2.3732 0.9232 4.5085  -0.001
41 C -2.9864 3.7023 -0.0828  0.000
42 C 2.6499 0.2876 -7.3672  0.000
43 C 0.2430 -4.7972 -2.0828  0.001
44 C 4.9481 3.5039 0.1052  0.001
45 C 1.7154 1.7726 6.9615  0.000
46 C -5.0403 -0.6084 -2.5114  0.000
47 C -4.9933 0.7245 1.9314  0.000
48 C 6.4926 1.6351 0.2342  0.001
49 C 2.8917 0.4468 -2.9720  0.003
50 C -2.9073 -1.0304 -3.3060  0.000
51 C -2.5912 -2.7436 1.5732  -0.001
52 C -2.9205 0.8481 3.1302  0.001
53 C 0.2466 2.1059 7.1556  0.000
54 C -2.5711 -4.1428 0.9773  -0.001
55 C 4.1057 -1.9890 0.8434  -0.003
56 C -2.2086 -2.8597 3.0254  0.000
57 C 6.7492 2.6362 1.3333  0.000
58 C 1.8391 1.8167 5.4789  -0.001
59 C 1.9514 -2.5709 1.3936  0.029
60 C -1.6209 -4.8025 2.0184  0.001
61 C 3.8289 -3.2386 -4.0570  0.000
62 C 5.0229 1.9734 -0.0791  -0.001
63 C 2.3200 0.8876 -6.0330  0.000
64 C -6.4335 1.1671 1.8604  0.000
65 H 1.8507 0.8372 7.5043  0.000
66 H 2.4808 -1.1261 -0.1741  -0.005
67 H -1.3492 0.5505 4.5351  0.000
68 H 2.7404 -3.2156 3.2959  0.004
69 H 1.7228 -0.0654 -7.8188  0.000
70 H -4.4775 4.6554 -2.4395  0.000
71 H -1.9984 -2.0992 0.9241  0.001
72 H 3.4676 1.2828 -3.3689  0.000
73 H 1.6059 -1.6896 1.9340  0.003
74 H 0.8112 -5.6641 -2.4199  0.000
75 H 2.7845 2.2413 5.1413  0.000
76 H 3.3805 -0.5198 -7.3191  0.000
77 H 3.9845 3.9238 0.3939  0.000
78 H 1.0946 -3.1066 0.9847  0.019
79 H 3.4563 -0.4759 -2.8380  -0.001
80 H -3.0634 -1.8991 -3.9455  0.000
81 H 0.0472 2.5471 8.1321  0.000
82 H -2.6362 -0.0839 2.6418  0.000
83 H -4.8624 1.9182 -1.1023  0.000
84 H -3.3171 0.3128 -5.0498  0.000
85 H -3.8744 -2.1410 -1.6609  0.000
86 H -0.1841 -3.7581 -3.9007  0.000
87 H -7.0084 0.3834 1.3672  0.000
88 H -2.1337 2.7366 -1.7348  0.000
89 H -3.5373 -4.6460 0.9393  0.000
90 H -1.6889 -1.9786 3.4019  0.000
91 H 7.1646 1.7117 -0.6205  0.000
92 H 4.7349 1.7090 -1.0965  0.000
93 H -2.2031 -4.1010 -0.0478  0.000
94 H -5.9181 3.4054 -1.0489  0.000
95 H 2.9468 1.1175 -8.0084  0.000
96 H -6.6239 2.0752 1.2884  0.000
97 H 3.0185 -4.3687 1.9768  -0.002
98 H 0.6040 -4.5051 -1.0967  0.000
99 H -0.3267 1.1806 7.2136  0.000
100 H 1.1054 -0.6655 -3.2998  0.000
101 H -2.4222 1.5468 2.4582  0.001
102 H -0.7621 -5.1961 -1.9460  0.000
103 H 4.4150 1.4235 0.6393  0.003
104 H 2.6778 0.6661 -1.9259  -0.002
105 H -3.4096 -0.4719 -1.2038  0.000
106 H -2.7946 1.0472 -3.5639  0.000
107 H -4.1808 3.0935 -3.0991  0.000
108 H 2.3217 2.5505 7.4256  0.000
109 H 3.6072 -2.1969 -4.2889  0.000
110 H -6.7777 1.4387 2.8583  0.000
111 H -3.0050 0.4649 5.2692  0.000
112 H 5.3205 4.0332 -0.7719  0.000
113 H -0.2542 -2.6395 -2.6037  0.000
114 H 2.8843 -2.8455 -0.5678  -0.016
115 H 4.4116 -3.8105 -4.7791  0.000
116 H 0.8843 0.9970 -3.9021  0.000
117 H -1.8247 -0.9443 -3.2136  0.000
118 H 6.5301 0.6593 0.7185  0.001
119 H -2.1079 4.4766 -1.9238  0.000
120 H 1.6870 0.8685 4.9631  0.000
121 H 4.2206 -3.4679 -3.0659  0.000
122 H -3.1324 -2.8857 3.6033  0.000
123 H -3.5845 -2.3125 1.4481  0.000
124 H -2.2903 1.9827 4.7509  0.000

Kohn-Sham gap (spin up / spin down) = 4.644 / 2.984 eV
energy above the lowest of the compared OMol25 structures with the same formula, charge and spin = 2.1688 eV
spin multiplicity = 3
charge = +2
E_tot = -129043.017 eV
HOMO level (spin up / spin down) = -13.86 / -13.84 eV

***

[3]
ORCA calculation (ωB97M-V/def2-TZVPD) on a structure of composition C34H47EuIN6O13P2S4.

Last column: Mulliken spin population.
Positions of all 108 atoms, in Å:
1 Eu 1.9562 -1.4083 0.2276  4.067
2 I 5.2683 0.7852 -3.0733  0.025
3 S -0.0355 -3.5248 -0.5981  0.002
4 S 3.2773 -4.1442 0.3442  -0.003
5 S 6.3312 0.2792 2.3539  0.002
6 S 1.9449 -0.5948 3.0213  0.000
7 P 1.5637 2.0952 -0.7489  0.046
8 P -0.5263 0.0719 -1.6781  -0.003
9 O 3.5814 -3.2254 -0.7677  0.000
10 O 1.0352 -2.9247 -1.4142  0.004
11 O 2.2358 1.0006 -0.0256  -0.030
12 O 4.3548 -4.9144 0.9524  0.000
13 O -1.2891 -3.5745 -1.3658  -0.001
14 O -0.0790 -2.9451 0.7537  -0.001
15 O -2.1203 0.2417 -1.7069  -0.001
16 O 2.5380 -3.4315 1.4120  -0.002
17 O -0.1285 -0.4320 -0.3411  -0.010
18 O -0.1051 -0.8795 -2.8530  -0.035
19 O 0.8909 3.1436 0.2213  0.003
20 O 2.6924 2.8348 -1.5997  -0.001
21 O 2.3570 0.3039 -2.7749  0.780
22 N 4.2743 -0.7754 0.7879  0.000
23 N -0.6553 0.7964 2.2173  -0.023
24 N 2.8228 -0.6992 -2.2366  0.987
25 N 0.3229 -1.3627 4.7159  0.028
26 N -0.6550 0.3044 3.3978  0.011
27 N -0.8042 -1.1777 5.4360  0.012
28 C -4.1241 0.4634 5.5382  0.000
29 C 2.5807 2.8294 2.0741  -0.001
30 C -3.0408 -1.0438 0.1653  -0.001
31 C 1.7005 -7.7009 -0.6530  0.000
32 C 2.0614 -5.4096 -0.2123  -0.001
33 C -4.3180 -0.5849 -1.9424  0.000
34 C 2.4593 3.2201 -3.9915  0.001
35 C -0.1472 -6.1639 -0.8833  0.000
36 C 0.1753 1.7123 -1.8992  -0.009
37 C -1.0683 0.2538 -4.7753  0.006
38 C 2.6489 3.8469 -2.6015  -0.005
39 C -2.0514 2.2358 0.8674  -0.003
40 C 0.3916 -7.4330 -0.9985  0.000
41 C 4.4003 -0.7939 -2.1047  0.151
42 C -2.7815 -1.3956 3.9218  0.002
43 C -1.8696 2.6924 3.2526  -0.006
44 C -4.0534 -0.9573 3.5804  -0.001
45 C 1.3934 3.5850 1.5099  0.000
46 C 1.6112 4.9311 -2.3442  0.000
47 C -1.1274 -2.2763 -4.4811  0.000
48 C -2.1525 -0.8889 5.0851  -0.002
49 C -2.8178 3.3878 0.7095  0.005
50 C -0.3579 -0.9851 -4.2495  0.001
51 C -2.6168 3.8502 3.0619  0.004
52 C -2.8676 0.0224 5.9015  0.000
53 C 0.4016 -0.4998 3.7423  -0.013
54 C -3.0857 4.1921 1.7976  -0.005
55 C 0.7059 -5.1633 -0.4911  0.001
56 C -1.5274 1.8875 2.1330  0.002
57 C 5.1678 -0.3324 1.4379  0.003
58 C -4.7312 -0.0444 4.3898  0.001
59 C -2.9777 -0.9319 -1.3348  0.001
60 C 2.5674 -6.6890 -0.2858  0.000
61 C 1.7017 5.0589 1.3166  0.000
62 H 3.6479 4.3097 -2.5533  0.000
63 H 0.8537 5.5638 0.8166  0.000
64 H -2.2223 -2.0620 3.2562  0.001
65 H 3.6229 -6.8410 -0.0448  0.000
66 H -1.9359 0.4845 -4.1455  0.000
67 H 1.7935 5.4364 -1.3753  0.000
68 H 4.6718 -1.7268 -2.6086  0.012
69 H -4.2131 -0.4834 -3.0350  0.000
70 H -2.9051 4.4493 3.9272  0.000
71 H -4.5493 -1.3367 2.6965  0.000
72 H -1.1829 -5.9162 -1.1451  0.000
73 H -3.2128 3.6506 -0.2705  0.000
74 H -0.3773 1.1289 -4.7808  -0.002
75 H 1.3983 3.3155 -4.3098  0.001
76 H -4.6561 0.3935 -1.5391  0.000
77 H 3.4152 2.8383 1.3479  0.000
78 H -1.3933 0.0982 -5.8197  0.001
79 H -0.6329 2.4588 -1.7065  -0.002
80 H -0.7227 -1.6539 6.3229  0.000
81 H -3.6976 5.0892 1.6714  0.000
82 H -2.5232 -1.8334 -1.7596  0.000
83 H 0.5857 4.4971 -2.3205  0.000
84 H -1.8843 1.5643 0.0318  -0.005
85 H 3.0767 3.7295 -4.7680  0.000
86 H 1.9118 5.5671 2.2810  0.000
87 H 2.5918 5.1886 0.6668  0.000
88 H -5.7288 0.2778 4.0834  0.000
89 H -1.5574 2.3700 4.2481  0.000
90 H 0.6445 -1.0597 -4.7040  0.005
91 H -1.1461 -2.5255 -5.5538  0.000
92 H -2.0435 -1.2059 0.5719  0.000
93 H 2.3209 1.7849 2.3017  -0.002
94 H -0.6459 -3.0853 -3.9149  0.001
95 H -4.6506 1.1820 6.1625  0.000
96 H 1.6488 5.7028 -3.1360  0.000
97 H 2.0622 -8.7281 -0.6785  0.000
98 H -5.0848 -1.3624 -1.7553  0.000
99 H 0.5355 3.4698 2.1815  0.000
100 H 2.7178 2.1569 -3.9648  0.000
101 H 0.5253 1.8783 -2.9388  0.000
102 H 2.9151 3.3199 3.0025  0.000
103 H -2.3850 0.4121 6.7995  0.000
104 H -3.7027 -1.8765 0.4664  0.000
105 H 4.6544 -0.7933 -1.0365  0.004
106 H -3.4458 -0.1216 0.5857  0.000
107 H -0.2357 -8.2539 -1.3431  0.000
108 H -2.1578 -2.1696 -4.1081  0.000

Kohn-Sham gap (spin up / spin down) = 5.785 / 3.758 eV
energy above the lowest of the compared OMol25 structures with the same formula, charge and spin = 0.0000 eV
spin multiplicity = 7
charge = -1
E_tot = -160930.118 eV
HOMO level (spin up / spin down) = -4.04 / -3.98 eV

***

[4]
ORCA calculation (ωB97M-V/def2-TZVPD) on a structure of composition BrCuH10O5.

Last column: Mulliken charge in e.
Positions of all 17 atoms, in Å:
1 Br -0.9079 1.8984 -2.5129  -0.756
2 Cu -0.0821 0.0138 -0.5442  0.519
3 O -0.7068 -2.1738 -1.4219  -0.533
4 O 2.0309 -0.7537 -1.5207  -0.486
5 O 0.5485 2.4126 0.4778  -0.569
6 O -1.8281 0.7063 1.0037  -0.498
7 O 0.4941 -0.8581 1.8067  -0.522
8 H 0.9483 -1.2782 2.5371  0.269
9 H 2.4144 -0.8496 -2.3925  0.272
10 H -0.2971 -0.4873 2.1974  0.306
11 H -1.9402 1.6553 0.9492  0.295
12 H 0.0969 -2.6639 -1.2481  0.332
13 H 2.7832 -0.7205 -0.9299  0.283
14 H -2.2769 0.4577 1.8118  0.263
15 H -1.4060 -2.8221 -1.3381  0.270
16 H 0.1293 2.6322 1.3098  0.272
17 H -0.0005 2.8310 -0.1853  0.284

Kohn-Sham gap = 7.171 eV
energy above the lowest of the compared OMol25 structures with the same formula, charge and spin = 0.0000 eV
charge = 0
E_tot = -125082.451 eV
HOMO level = -7.51 eV